Entry 1:
{"formula": "C3H5IO", "method": "ωB97M-V with the def2-TZVPD basis set", "e_homo_ha": -0.355, "smiles": "C=CC=O.I", "orbital_gap_ev": 9.55, "e_above_lowest_kcal_mol": 22.53, "e_lumo_ev": -0.13, "elements": ["C", "C", "C", "O", "I", "H", "H", "H", "H", "H"], "positions_angstrom": [[-1.4421, 0.7750, -0.7691], [-0.2864, 0.4169, -0.0833], [1.0057, -0.0271, -0.7892], [1.8233, -0.5298, -0.0374], [0.8085, -1.4588, 3.0955], [-2.3096, 1.1124, -0.3389], [-1.5544, 0.6302, -1.8303], [-0.1865, 0.4119, 1.0118], [1.1314, 0.2290, -1.8445], [1.0101, -1.5596, 1.5852]], "lowdin_charge": [0.058, -0.110, -0.232, -0.043, 0.518, 0.021, 0.054, 0.037, 0.118, -0.421]}


Entry 2:
{"formula": "C3H5IO3", "method": "ωB97M-V with the def2-TZVPD basis set", "e_homo_ha": [-0.275, -0.275], "orbital_gap_ev": [7.48, 7.48], "e_above_lowest_kcal_mol": 95.05, "e_lumo_ev": [0.01, 0.00], "elements": ["C", "C", "C", "O", "O", "O", "I", "H", "H", "H", "H", "H"], "positions_angstrom": [[-1.9318, 1.0572, -2.1786], [1.6730, -0.6196, 0.9260], [0.4808, 0.0779, 0.4134], [-2.9757, 0.8883, -1.3825], [2.0022, -0.2601, 2.2380], [-0.3113, 0.6038, 1.0817], [-0.1269, -0.7522, -1.5503], [-2.4454, 0.9968, -3.1609], [1.5402, -1.6313, 0.8493], [2.5966, -0.3470, 0.4214], [2.1369, -0.9904, 2.8432], [-2.6384, 0.9767, -0.5007]], "lowdin_charge": [-0.295, -0.305, -0.693, -0.112, -0.033, 0.088, 0.983, 0.003, 0.081, 0.131, 0.098, 0.052]}


Entry 3:
{"formula": "C3H5IS", "method": "ωB97M-V with the def2-TZVPD basis set", "e_homo_ha": [-0.369, -0.262], "orbital_gap_ev": [10.57, 4.02], "e_above_lowest_kcal_mol": 92.17, "e_lumo_ev": [0.54, -3.10], "elements": ["C", "C", "C", "S", "I", "H", "H", "H", "H", "H"], "positions_angstrom": [[1.1614, 0.5520, -0.5286], [1.1560, -0.3341, 0.2734], [-1.7487, 0.7701, 0.0283], [-2.2014, -0.5525, 0.9667], [4.7228, -1.5793, -0.0039], [1.2204, 1.3413, -1.2172], [1.1304, -1.1151, 0.9769], [-1.6708, 1.7148, 0.5257], [-1.6265, 0.6871, -1.0309], [-2.1436, -1.4843, 0.0096]], "lowdin_charge": [-0.011, -0.058, -0.534, 0.683, 0.017, 0.025, 0.015, -0.005, -0.003, -0.128]}


Entry 4:
{"formula": "C3H5LaO4", "method": "ωB97M-V with the def2-TZVPD basis set", "s2": 0.751, "e_homo_ha": [-0.401, -0.496], "total_charge": 1, "orbital_gap_ev": [5.60, 8.14], "e_above_lowest_kcal_mol": 18.34, "multiplicity": 2, "e_lumo_ev": [-5.31, -5.35], "elements": ["O", "C", "C", "O", "O", "C", "H", "H", "H", "H", "O", "H", "La"], "positions_angstrom": [[-1.8179, 1.7230, -0.5004], [-1.1883, 0.7454, -0.8416], [1.7967, 1.2317, -0.1553], [1.0895, 0.3946, 0.6877], [-0.0855, 0.7204, -1.5783], [0.9189, 1.7070, -1.3039], [2.7079, 0.7698, -0.5844], [2.1371, 2.1462, 0.3701], [1.4983, 1.8409, -2.2267], [0.4176, 2.6433, -1.0291], [-1.6502, -0.5135, -0.7445], [-2.2367, -0.5761, 0.0192], [0.6034, -1.8513, 1.0813]], "lowdin_charge": [0.160, -0.646, -0.314, -0.514, 0.011, -0.116, 0.118, 0.131, 0.142, 0.135, 0.070, 0.119, 1.704]}


Entry 5:
{"formula": "C3H5LiMnO3", "method": "ωB97M-V with the def2-TZVPD basis set", "s2": 12.001, "e_homo_ha": [-0.405, -0.499], "total_charge": 1, "orbital_gap_ev": [7.17, 9.50], "multiplicity": 7, "e_lumo_ev": [-3.85, -4.07], "elements": ["C", "C", "H", "H", "H", "H", "H", "O", "C", "O", "O", "Mn", "Li"], "positions_angstrom": [[1.0744, 1.4556, -0.0333], [2.0841, 0.6260, -0.4392], [0.6329, 2.1589, -0.7432], [0.8040, 1.4973, 1.0245], [2.4671, 0.7219, -1.4587], [2.7686, 0.2093, 0.3044], [0.5517, -0.7734, -0.5264], [-2.5114, -1.0218, 0.1432], [-1.2720, -0.9530, 0.4647], [-0.8502, -1.1067, 1.6068], [-0.5215, -0.5697, -0.5802], [-2.4238, -0.7443, -1.8360], [-2.8040, -1.5002, 2.0733]], "lowdin_charge": [-0.036, -0.083, 0.074, 0.073, 0.067, 0.071, 0.198, -0.276, -0.839, 0.030, -0.098, 0.972, 0.847]}


Entry 6:
{"formula": "C3H5MgNaO3", "method": "ωB97M-V with the def2-TZVPD basis set", "s2": 0.751, "e_homo_ha": [-0.398, -0.420], "total_charge": 1, "orbital_gap_ev": [6.62, 6.89], "e_above_lowest_kcal_mol": 61.60, "multiplicity": 2, "e_lumo_ev": [-4.21, -4.53], "elements": ["O", "C", "C", "O", "O", "C", "Mg", "H", "H", "H", "H", "Na", "H"], "positions_angstrom": [[0.1855, 1.2689, 0.6117], [0.8432, 0.1156, 0.4638], [-1.2155, 1.1016, 0.3621], [1.9799, 0.1487, -0.0918], [0.0164, -0.7031, -0.2709], [-1.3239, -0.2261, -0.3890], [3.7069, 0.6655, -0.8422], [-1.5699, 1.9566, -0.2204], [-1.7304, 1.0696, 1.3307], [-1.4739, -0.2428, -1.4738], [-1.9618, -0.9876, 0.0700], [1.3148, -2.7336, -0.8376], [1.2288, -1.4334, 1.2874]], "lowdin_charge": [0.049, -0.651, -0.078, -0.349, -0.187, -0.101, 0.922, 0.140, 0.140, 0.133, 0.130, 0.709, 0.143]}


Entry 7:
{"formula": "C3H5N2", "method": "ωB97M-V with the def2-TZVPD basis set", "e_homo_ha": -0.528, "total_charge": 1, "smiles": "C#C/[NH+]=C/N", "orbital_gap_ev": 9.65, "e_above_lowest_kcal_mol": 78.31, "e_lumo_ev": -4.71, "elements": ["C", "C", "C", "N", "N", "H", "H", "H", "H", "H"], "positions_angstrom": [[-2.7219, 0.3210, 0.2488], [-1.5854, -0.2329, 0.1443], [0.7064, 0.2163, -0.1780], [1.9822, -0.0135, -0.0462], [-0.2793, -0.6026, 0.0814], [-3.6339, 0.7945, 0.0838], [0.5932, 1.2808, -0.5016], [2.6147, 0.5064, -0.6367], [2.2324, -0.7415, 0.5879], [0.0914, -1.5286, 0.2163]], "lowdin_charge": [0.222, -0.099, -0.117, 0.210, 0.085, 0.036, 0.193, 0.153, 0.139, 0.179]}


Entry 8:
{"formula": "C3H5N2", "method": "ωB97M-V with the def2-TZVPD basis set", "e_homo_ha": -0.560, "total_charge": 1, "smiles": "c1c[nH+]c[nH]1", "orbital_gap_ev": 11.62, "e_above_lowest_kcal_mol": 6.63, "e_lumo_ev": -3.62, "elements": ["C", "C", "N", "C", "N", "H", "H", "H", "H", "H"], "positions_angstrom": [[0.6103, 0.9896, 0.0478], [1.0580, -0.1622, -0.4357], [0.0254, -1.1174, -0.2535], [-1.0221, -0.4746, 0.2573], [-0.7170, 0.8003, 0.4077], [1.1817, 1.8981, 0.0424], [1.9518, -0.5953, -0.8517], [0.1255, -2.0939, -0.4307], [-2.0245, -0.8485, 0.3898], [-1.1892, 1.6038, 0.8266]], "lowdin_charge": [-0.031, -0.004, 0.136, -0.050, 0.126, 0.142, 0.141, 0.174, 0.168, 0.198]}